Record 1
DFT (ωB97M-V/def2-TZVPD) results for a structure of composition C24H31Br2Cl3EuF6N7O7S2.

Results
HOMO level (alpha / beta) = -7.75 / -7.76 eV
ΔE to the lowest compared entry with this formula, charge and spin = 0.00 kcal/mol
Multiplicity = 7
M = 1125.8 g/mol
Orbital gap (alpha / beta) = 6.743 / 7.824 eV
Calculated total energy = -285116.1609 eV

Element x y z (Å)
Eu -0.230 0.026 0.366
N -1.027 -2.303 1.490
C -1.796 -2.308 2.735
C -1.360 -1.170 3.638
N -1.232 0.146 2.989
C -0.310 0.959 3.815
C 0.201 2.195 3.115
N 0.945 1.802 1.917
C -2.524 0.846 2.898
C -3.500 0.249 1.896
N -2.874 0.045 0.576
H -1.451 -2.938 0.823
H -0.088 -2.647 1.678
H -1.653 -3.239 3.293
H -2.853 -2.261 2.486
H -0.377 -1.430 4.027
H -2.037 -1.105 4.503
H 0.544 0.328 4.068
H -0.794 1.236 4.763
H 0.819 2.754 3.827
H -0.611 2.850 2.807
H 1.852 1.408 2.176
H 1.111 2.617 1.338
H -2.325 1.870 2.597
H -3.007 0.873 3.887
H -4.357 0.925 1.829
H -3.893 -0.701 2.244
H -3.015 0.874 0.008
H -3.303 -0.724 0.074
Br -2.673 4.633 1.752
C -2.463 4.147 -0.063
C -3.021 4.988 -1.050
C -2.898 4.687 -2.363
Br -3.660 5.859 -3.644
C -2.216 3.518 -2.766
C -2.035 3.123 -4.110
C -1.353 1.982 -4.377
C -0.857 1.207 -3.310
N -1.013 1.516 -2.052
C -1.672 2.675 -1.767
C -1.769 2.997 -0.367
O -1.225 2.217 0.508
H -3.549 5.884 -0.754
H -2.434 3.733 -4.908
H -1.190 1.652 -5.394
H -0.308 0.301 -3.530
Cl 2.257 -1.919 5.074
C 2.771 -2.265 3.399
Cl 1.952 -3.742 2.852
Cl 4.513 -2.553 3.377
C 2.403 -0.990 2.547
O 3.145 -0.031 2.692
O 1.370 -1.098 1.831
C 5.541 1.107 -1.120
C 4.625 -0.110 -0.946
C 5.134 -1.019 0.175
C 4.489 -0.889 -2.260
C 3.284 0.379 -0.573
N 2.245 0.752 -0.272
H 6.543 0.755 -1.367
H 5.596 1.691 -0.201
H 5.192 1.754 -1.925
H 6.134 -1.367 -0.086
H 4.490 -1.892 0.295
H 5.173 -0.493 1.128
H 5.483 -1.203 -2.584
H 4.045 -0.276 -3.044
H 3.872 -1.778 -2.126
F -0.175 -4.238 -0.712
C 0.657 -3.412 -1.326
F 1.291 -4.034 -2.308
F 1.553 -2.989 -0.435
S -0.231 -1.898 -2.016
O 0.745 -0.841 -1.766
O -1.402 -1.692 -1.168
N -0.473 -2.139 -3.520
S -1.580 -3.256 -3.948
O -1.441 -3.494 -5.345
O -1.632 -4.337 -3.010
C -3.220 -2.357 -3.774
F -3.041 -1.039 -3.671
F -3.865 -2.780 -2.692
F -3.964 -2.604 -4.843

Forces on the atoms, in the same order (eV/Å):
Eu -0.393 1.566 1.467
N 0.120 -0.020 -0.186
C 0.000 -0.091 -0.023
C 0.043 0.048 0.019
N 0.019 0.085 -0.102
C -0.070 -0.098 0.060
C 0.054 0.086 -0.051
N 0.090 -0.125 0.115
C -0.006 -0.031 0.036
C -0.014 0.032 -0.059
N 0.059 -0.082 -0.184
H -0.023 0.042 0.025
H -0.009 -0.007 0.039
H -0.031 0.016 0.020
H -0.013 0.013 -0.015
H 0.019 -0.018 0.001
H 0.004 -0.014 -0.003
H 0.018 0.022 -0.004
H -0.014 0.000 -0.017
H 0.008 -0.018 -0.008
H -0.014 -0.005 0.008
H -0.010 0.047 -0.025
H -0.038 -0.071 -0.064
H 0.010 0.000 0.000
H -0.004 -0.013 -0.006
H 0.012 0.003 0.007
H -0.011 0.001 0.020
H -0.005 -0.022 -0.012
H -0.037 -0.013 0.075
Br -0.015 0.039 0.049
C -0.371 0.556 -0.180
C 0.014 0.021 0.635
C 0.002 -0.016 -0.280
Br 0.002 -0.005 -0.041
C 0.139 -0.272 -0.023
C -0.116 0.191 0.078
C 0.175 -0.292 -0.052
C 0.135 -0.178 -0.445
N -0.023 0.111 0.352
C -0.093 0.096 -0.135
C 0.251 -0.425 0.082
O 0.165 -0.252 -0.124
H 0.018 -0.023 0.091
H -0.014 0.026 0.022
H 0.018 -0.031 0.013
H -0.038 0.079 -0.046
Cl -0.010 0.000 -0.054
C -0.001 -0.067 0.134
Cl -0.022 0.056 -0.015
Cl -0.022 0.026 -0.005
C 0.093 0.023 -0.320
O 0.014 0.044 0.112
O -0.091 -0.127 -0.018
C 0.027 -0.015 -0.016
C -0.200 0.067 -0.027
C 0.016 -0.017 0.038
C 0.044 -0.008 -0.014
C 0.210 0.044 0.089
N -0.147 -0.006 -0.247
H 0.001 0.017 -0.005
H 0.004 -0.012 0.013
H -0.007 -0.001 -0.004
H 0.009 -0.009 0.006
H -0.011 0.011 -0.010
H 0.005 -0.001 -0.015
H -0.008 -0.019 -0.005
H 0.008 0.013 -0.005
H -0.010 0.016 0.004
F 0.012 -0.080 -0.003
C -0.123 0.113 -0.238
F -0.021 -0.078 0.088
F 0.094 0.049 0.118
S 0.003 -0.417 0.000
O -0.013 -0.483 -0.443
O 0.137 -0.301 -0.330
N -0.264 -0.162 0.166
S 0.231 0.200 -0.200
O 0.035 0.054 0.103
O -0.044 0.079 -0.072
C 0.080 0.026 0.035
F -0.003 0.028 -0.053
F -0.020 0.001 0.046
F -0.020 -0.021 0.019

***

Record 2
DFT (ωB97M-V/def2-TZVPD) results for a structure of composition C3H7Br3N.

Results
HOMO level = -13.24 eV
ΔE to the lowest compared entry with this formula, charge and spin = 26.18 kcal/mol
M = 296.8 g/mol
Orbital gap = 9.481 eV
Calculated total energy = -214834.0257 eV
Net charge = +1

Element x y z (Å)
C -1.185 1.693 1.497
C -1.325 1.160 0.145
C -2.080 0.146 -0.277
N 0.681 -1.125 -1.720
Br 0.056 1.982 -0.955
Br -3.026 -0.974 0.975
Br -2.387 -0.387 -2.075
H -1.433 2.703 1.441
H -1.960 1.142 2.031
H -0.164 1.506 1.756
H 1.105 -1.388 -2.605
H 0.910 -0.039 -1.526
H -0.374 -1.280 -1.564
H 1.177 -1.691 -0.880

Forces on the atoms, in the same order (eV/Å):
C -1.048 -2.107 -0.313
C 0.698 -0.510 -1.492
C -0.390 -0.195 0.320
N 1.304 0.558 4.203
Br -0.665 -0.048 -0.385
Br 0.246 0.575 -0.528
Br 0.006 0.278 0.236
H -0.158 1.868 0.329
H 0.519 0.340 0.900
H 0.427 0.116 1.000
H -0.467 -0.317 -0.187
H -0.889 -2.348 -0.440
H 1.586 0.273 -1.090
H -1.169 1.517 -2.552

***

Record 3
DFT (ωB97M-V/def2-TZVPD) results for a structure of composition C30H62BClN3O7Si2.

Results
HOMO level = -10.35 eV
ΔE to the lowest compared entry with this formula, charge and spin = 0.00 kcal/mol
M = 679.3 g/mol
Orbital gap = 8.084 eV
Calculated total energy = -79873.0351 eV
Net charge = +1

Element x y z (Å)
C 8.306 -3.538 2.093
C 7.684 -2.550 1.861
Si 6.803 -0.971 1.566
C 5.427 -1.225 0.304
C 4.469 -2.408 0.495
O 5.172 -3.636 0.387
C 3.354 -2.358 -0.563
N 2.270 -1.414 -0.259
O 6.258 -0.487 3.081
Si 5.271 0.788 3.257
Cl 5.459 1.360 5.244
C 3.463 0.433 2.938
C 2.504 0.834 4.065
C 1.037 0.788 3.651
C 0.617 -0.516 2.976
C -0.913 -0.647 2.894
C -1.538 0.294 1.865
C -1.265 -0.133 0.412
C -1.273 1.087 -0.540
C 0.140 1.473 -0.940
O 0.110 2.821 -1.387
C 1.365 3.296 -1.848
N 5.770 2.159 2.219
C 4.740 3.177 2.108
C 4.542 3.731 0.722
O 4.083 3.539 3.040
C 7.028 2.653 2.657
C 7.255 4.133 2.668
O 7.896 1.879 2.981
B 8.207 0.289 0.805
O 7.807 1.254 -0.089
O 9.531 0.132 1.111
H 9.081 -4.260 2.254
H 4.880 -0.285 0.171
H 5.943 -1.391 -0.647
H 4.021 -2.399 1.489
H 5.165 -3.926 -0.530
H 2.896 -3.348 -0.581
H 3.793 -2.115 -1.529
H 1.891 -1.670 0.645
H 2.641 -0.475 -0.154
H 3.189 0.999 2.037
H 3.313 -0.620 2.698
H 2.671 0.185 4.926
H 2.731 1.838 4.420
H 0.796 1.656 3.034
H 0.437 0.898 4.559
H 0.969 -0.488 1.944
H 1.004 -1.376 3.519
H -1.210 -1.672 2.668
H -1.322 -0.398 3.877
H -2.623 0.251 2.001
H -1.255 1.331 2.034
H -0.289 -0.611 0.327
H -2.012 -0.865 0.107
H -1.867 0.858 -1.425
H -1.693 1.957 -0.037
H 0.816 1.374 -0.082
H 0.477 0.844 -1.769
H 1.676 4.140 -1.229
H 1.255 3.665 -2.867
H 2.132 2.523 -1.811
H 5.163 3.224 -0.009
H 4.757 4.798 0.747
H 3.487 3.632 0.470
H 6.970 4.590 1.721
H 6.674 4.601 3.462
H 8.307 4.318 2.854
H 8.492 1.436 -0.746
H 9.647 0.044 2.065
C -5.198 -1.049 0.465
C -4.792 -0.123 -0.680
C -5.953 0.600 -1.363
C -7.012 -0.191 -2.127
N -6.557 -1.106 -3.244
C -7.688 -1.284 -4.231
C -7.653 -0.046 -5.106
C -6.159 0.281 -5.238
C -5.468 -0.458 -4.085
C -6.097 -2.459 -2.748
C -7.171 -3.471 -2.352
C -8.176 -3.129 -1.250
H -5.700 -1.954 0.120
H -4.318 -1.367 1.023
H -5.867 -0.540 1.160
H -4.175 -0.661 -1.407
H -4.139 0.648 -0.265
H -5.549 1.379 -2.014
H -6.504 1.149 -0.595
H -7.681 0.534 -2.588
H -7.616 -0.788 -1.452
H -7.466 -2.179 -4.809
H -8.620 -1.413 -3.687
H -8.190 0.778 -4.636
H -8.129 -0.225 -6.067
H -5.982 1.354 -5.196
H -5.761 -0.067 -6.188
H -4.856 0.184 -3.465
H -4.837 -1.257 -4.463
H -5.388 -2.287 -1.945
H -5.540 -2.899 -3.575
H -6.611 -4.353 -2.033
H -7.719 -3.787 -3.240
H -7.698 -2.713 -0.363
H -8.691 -4.036 -0.940
H -8.946 -2.436 -1.591

Forces on the atoms, in the same order (eV/Å):
C 1.624 -1.017 0.196
C -1.175 1.178 -0.142
Si 0.490 -0.236 0.105
C 0.033 -0.127 0.344
C 0.134 0.189 -0.729
O -0.039 -0.094 0.180
C -0.380 0.066 0.897
N 0.247 -0.104 -0.183
O -0.505 0.059 -0.939
Si -0.178 -0.077 1.163
Cl 0.085 -0.092 -0.321
C 0.040 0.408 -0.131
C 0.003 0.116 0.038
C -0.030 -0.276 0.493
C -0.859 0.475 -0.237
C 0.188 0.453 0.199
C -0.394 -0.755 -0.187
C 0.129 0.797 0.048
C 0.196 -0.509 0.242
C -0.412 0.460 -0.466
O 0.108 -0.112 0.038
C -0.312 0.234 0.120
N -0.079 0.277 1.317
C 0.202 0.056 -0.796
C -0.025 -0.028 0.081
O -0.144 -0.167 0.284
C 0.129 -0.066 -0.695
C -0.018 0.205 0.043
O 0.085 -0.181 0.114
B -0.353 0.199 0.573
O 0.037 -0.623 -0.782
O 0.064 0.483 -0.120
H -0.458 -0.156 0.045
H -0.066 0.075 0.077
H 0.082 0.045 -0.058
H -0.057 -0.035 0.094
H 0.074 0.045 -0.048
H 0.046 -0.088 -0.285
H -0.050 -0.088 -0.174
H -0.069 0.053 0.016
H 0.010 0.050 -0.002
H -0.050 -0.082 -0.115
H 0.177 -0.092 -0.067
H -0.028 -0.127 -0.019
H 0.081 0.054 -0.048
H 0.047 -0.035 -0.201
H -0.023 0.094 0.037
H 0.387 -0.359 0.088
H 0.306 -0.051 -0.099
H 0.033 -0.088 -0.037
H -0.075 -0.156 0.074
H -0.053 0.239 0.087
H 0.229 0.048 0.027
H -0.039 -0.184 -0.033
H 0.010 -0.133 -0.013
H 0.003 0.248 -0.146
H -0.265 0.017 -0.053
H 0.095 -0.074 0.035
H 0.254 -0.246 0.210
H 0.089 -0.016 0.072
H 0.073 -0.100 -0.107
H 0.080 -0.063 -0.063
H 0.039 0.033 -0.059
H 0.030 0.062 -0.078
H -0.048 -0.032 -0.055
H -0.037 -0.003 -0.057
H -0.101 -0.017 0.023
H 0.058 -0.043 -0.016
H 0.147 0.408 0.274
H 0.132 -0.410 -0.105
C 0.041 -0.025 -0.105
C -0.053 -0.077 0.196
C 0.248 0.124 -0.121
C -0.135 0.225 0.267
N 0.103 -0.114 -0.313
C -0.064 0.177 -0.036
C 0.016 0.108 0.033
C -0.032 0.101 0.022
C 0.093 0.031 -0.178
C 0.060 -0.204 0.150
C -0.246 0.023 0.106
C 0.056 0.010 -0.048
H -0.043 0.010 0.033
H -0.007 -0.006 0.016
H 0.000 0.010 0.012
H 0.028 0.018 0.007
H 0.015 0.036 -0.079
H -0.014 0.006 -0.002
H -0.114 -0.056 -0.021
H -0.012 -0.030 -0.025
H 0.085 -0.131 -0.042
H -0.003 -0.031 0.011
H 0.014 -0.130 0.017
H -0.024 -0.012 -0.010
H -0.013 -0.060 0.009
H 0.008 0.000 0.040
H -0.002 -0.034 0.005
H -0.003 -0.058 0.075
H -0.013 -0.048 0.037
H -0.070 0.087 0.055
H 0.008 0.044 -0.033
H 0.104 0.030 -0.052
H 0.028 -0.017 -0.021
H -0.008 0.004 0.011
H -0.001 -0.020 -0.025
H 0.001 0.027 0.041

***

Record 4
DFT (ωB97M-V/def2-TZVPD) results for a structure of composition C23H43BrCl2IrN3O4Si.

Results
HOMO level (alpha / beta) = -6.41 / -8.04 eV
ΔE to the lowest compared entry with this formula, charge and spin = 54.10 kcal/mol
Multiplicity = 5
M = 796.7 g/mol
Orbital gap (alpha / beta) = 6.203 / 6.902 eV
Calculated total energy = -143005.7912 eV

Element x y z (Å)
C -2.060 -0.503 -5.667
C -1.016 -1.154 -4.781
H -1.811 -0.714 -6.722
H -2.082 0.553 -5.460
H -3.033 -0.925 -5.473
C -0.463 -2.368 -5.197
C -0.386 -2.878 -6.597
H -0.729 -3.144 -4.509
H 0.083 -2.272 -7.389
H -1.389 -3.162 -6.985
H 0.159 -3.835 -6.548
Ir -0.750 1.352 1.079
Cl 0.930 3.033 0.662
C -0.730 -1.477 1.753
O 0.127 -0.562 1.551
N -0.274 -2.620 2.263
C 1.142 -2.967 2.315
C -1.199 -3.489 2.937
H -1.851 -1.414 1.677
H 1.786 -2.110 2.562
H 1.483 -3.405 1.359
H 1.213 -3.745 3.088
H -2.170 -2.978 2.964
H -0.824 -3.679 3.950
H -1.306 -4.429 2.383
H 1.386 3.375 5.219
H -0.881 4.540 5.161
C 1.381 3.336 4.112
C -0.642 4.682 4.074
N 0.048 3.507 3.565
H 1.889 2.413 3.778
C -0.722 2.477 3.201
O -0.215 1.313 3.111
H -1.569 4.788 3.473
H -1.771 2.682 2.978
H 1.993 4.198 3.811
H 0.031 5.550 3.946
H 1.696 0.860 -3.554
H 2.951 -2.280 -3.307
C 2.672 0.653 -3.085
C 3.408 -1.658 -2.530
N 2.535 -0.523 -2.222
H 2.952 1.534 -2.496
C 2.366 -0.288 -0.840
O 2.462 0.785 -0.273
H 3.504 -2.276 -1.628
H 2.172 -1.248 -0.306
H 3.419 0.444 -3.861
H 4.395 -1.312 -2.876
O -0.404 -0.176 -3.788
C -1.419 -1.006 -3.236
C 0.183 -2.708 -2.074
C -1.076 -2.105 -2.281
H 1.054 -2.240 -2.566
C 0.334 -3.830 -1.239
H -2.385 -0.444 -3.111
C -2.144 -2.663 -1.506
H 1.317 -4.295 -1.116
C -0.764 -4.425 -0.616
C -1.994 -3.783 -0.709
H -3.112 -2.158 -1.506
H -0.686 -5.350 -0.048
H -2.855 -4.172 -0.158
Si -0.415 3.009 -2.751
Cl -1.172 -0.082 -0.574
C 1.423 3.517 -2.688
C -1.253 3.630 -1.049
C -1.176 4.175 -3.992
H 2.116 3.139 -1.897
H 1.463 4.631 -2.660
H 1.811 3.160 -3.686
H -0.715 3.941 -4.956
H -0.945 5.202 -3.665
H -2.256 3.986 -4.024
H -1.431 3.098 -0.058
H -2.303 3.814 -1.351
H -0.830 4.604 -0.747
Br -3.198 0.940 1.331

Forces on the atoms, in the same order (eV/Å):
C 1.032 -0.287 -0.755
C -2.428 2.833 3.404
H -0.203 0.466 0.314
H -0.075 0.477 -0.140
H -0.353 -0.198 0.072
C 0.430 -1.494 -0.746
C 0.117 -0.628 -0.452
H 0.654 -0.720 0.449
H -0.098 0.136 0.574
H 0.266 0.223 0.219
H -0.070 0.304 -0.190
Ir 0.955 -0.852 -1.458
Cl 0.085 -0.780 0.883
C 1.930 0.503 1.155
O -1.075 -1.783 0.557
N -0.146 0.222 -0.324
C 0.083 -0.248 0.089
C -0.433 -0.366 -0.340
H 1.146 0.410 -0.098
H -0.420 -0.216 -0.042
H -0.246 0.255 0.326
H 0.316 0.302 -0.223
H 0.206 -0.370 0.221
H -0.307 -0.023 -0.127
H -0.032 -0.018 0.279
H -0.348 -0.239 -0.358
H 0.117 0.306 -0.840
C 1.016 -0.038 0.004
C -0.237 0.109 -0.091
N -0.759 -0.076 1.224
H -0.599 0.532 0.019
C 1.629 0.178 0.939
O -1.147 1.372 0.255
H 0.525 0.318 0.567
H -0.124 0.011 0.442
H -0.173 -0.297 -0.184
H -0.583 -0.273 0.047
H 0.444 -0.104 0.079
H 0.221 0.006 -0.111
C -0.357 -0.126 0.006
C -0.597 -0.014 0.036
N 0.571 0.556 1.185
H 0.164 -0.464 -0.185
C 0.718 0.333 -0.496
O -0.350 -1.255 -0.795
H 0.176 0.073 -0.270
H 0.067 0.399 -0.026
H -0.159 0.151 0.158
H -0.218 -0.179 0.260
O -0.053 -1.596 -0.731
C 0.429 0.211 -2.280
C -0.012 0.606 -0.538
C -0.781 -1.432 0.991
H -0.719 -0.499 0.363
C -0.075 -0.189 -0.296
H 0.937 -0.866 0.273
C 0.193 0.673 -0.826
H -0.251 0.262 -0.166
C 0.218 0.495 -0.058
C -0.220 -0.186 -0.016
H 0.205 -0.129 -0.171
H 0.201 0.202 -0.041
H 0.227 0.133 -0.224
Si 0.314 0.656 2.717
Cl -0.111 1.432 -1.956
C 0.623 -0.159 -0.787
C -1.528 -0.013 -0.410
C -0.019 -0.308 -0.043
H -1.007 0.207 -0.531
H -0.069 -0.585 -0.118
H -0.040 0.664 0.861
H -0.225 0.366 -0.078
H -0.202 -0.257 -0.298
H 0.189 0.304 -0.187
H 0.387 0.273 -1.485
H 0.204 0.175 -0.084
H 0.010 -0.320 -0.280
Br -0.158 0.453 0.887